ORCA calculation (ωB97M-V/def2-TZVPD) on C62H36F3I2N3O9S5 as an isolated structure at a distorted geometry.

As for the HOMO energy: -8.8 eV. The calculation puts the largest force on an atom at 3.25 eV Å⁻¹. Its charge is 0. For the LUMO energy, the calculation gives -1.072 eV. As for the HOMO-LUMO gap: 7.739 eV.

Cartesian coordinates (Å):
C 6.5921 -6.5399 -0.6599
C 5.1786 -6.1854 -0.1601
O 5.1866 -5.5837 1.1534
N 4.2595 -4.4999 1.1366
C 2.9922 -4.9938 1.6300
C 1.9999 -5.4223 0.7184
N 2.1387 -5.4054 -0.7288
C 1.6156 -4.3835 -1.1674
S 1.0444 -3.2699 -2.0960
C 0.7922 -5.9228 1.1836
C 0.4904 -6.0475 2.5203
S -1.0671 -6.7036 3.0705
C 1.4476 -5.6130 3.4505
S 1.1930 -5.7041 5.2298
C 2.6467 -5.0985 2.9777
S 3.8292 -4.5326 4.1880
C 4.6575 -3.2423 3.2756
C 5.1652 -2.1134 3.9331
S 4.9198 -1.9547 5.6905
C 5.8506 -1.1409 3.2314
N 6.4553 0.0492 3.8018
C 7.3723 -0.2306 4.8386
O 7.4046 0.3634 5.8772
F 8.2819 -1.1954 4.6333
C 5.5149 1.0693 4.1648
O 5.8693 2.2052 4.2632
F 4.2236 0.7669 4.3399
C 6.0108 -1.3300 1.8643
F 6.6792 -0.4121 1.1675
C 5.4887 -2.4126 1.1922
C 5.7502 -2.4594 -0.2732
I 4.2455 -1.7703 -1.6194
C 6.9199 -2.8918 -0.7514
C 8.0597 -3.3517 0.1427
I 7.3400 -2.9394 -2.8425
C 4.7842 -3.4041 1.9021
H 6.4881 -7.2999 -1.4499
H 7.1938 -6.9425 0.1651
H 7.0494 -5.6665 -1.1366
H 4.7523 -5.4496 -0.8533
H 4.5631 -7.0996 -0.1443
H 0.0522 -6.2306 0.4423
H -0.9142 -6.9741 4.3852
H 1.6742 -6.9453 5.5267
H 3.7409 -2.6102 5.8565
H 8.9070 -2.6702 -0.0523
H 8.3989 -4.3698 -0.0757
H 7.8197 -3.2146 1.2054
C 0.4444 -1.5953 4.9992
C 0.2961 -2.7514 4.2392
C -0.2778 -2.6866 2.9810
C -0.7157 -1.4693 2.4791
C -0.5892 -0.3119 3.2499
C 0.0017 -0.3778 4.5066
C -1.0961 0.9929 2.7457
O -0.9824 2.0015 3.4122
C -1.7506 1.0336 1.4104
C -2.2796 2.2315 0.9447
C -2.8793 2.2872 -0.3031
C -2.9456 1.1458 -1.0975
C -2.4248 -0.0520 -0.6360
C -1.8345 -0.1157 0.6211
C -1.3103 -1.4151 1.1169
O -1.3690 -2.4138 0.4271
H 0.9025 -1.6460 5.9796
H 0.6366 -3.7077 4.6282
H -0.3863 -3.5849 2.3888
H 0.1131 0.5202 5.0999
H -2.2278 3.1230 1.5560
H -3.2947 3.2204 -0.6611
H -3.4081 1.1927 -2.0749
H -2.4808 -0.9396 -1.2526
C 1.9604 4.2016 -0.1328
C 0.9412 3.3071 -0.4445
C 0.3028 3.3808 -1.6713
C 0.6712 4.3564 -2.5885
C 1.6781 5.2698 -2.2669
C 2.3277 5.1812 -1.0413
C 2.0526 6.3512 -3.2169
O 2.9298 7.1435 -2.9414
C 1.3224 6.4467 -4.5105
C 1.6186 7.4835 -5.3871
C 0.9556 7.5759 -6.5996
C -0.0011 6.6268 -6.9466
C -0.3041 5.5946 -6.0745
C 0.3487 5.5057 -4.8507
C -0.0111 4.4120 -3.9084
O -0.8489 3.5852 -4.2090
H 2.4642 4.1366 0.8234
H 0.6465 2.5499 0.2715
H -0.4852 2.6789 -1.9104
H 3.1167 5.8796 -0.7956
H 2.3645 8.2207 -5.1209
H 1.1845 8.3874 -7.2787
H -0.5133 6.6967 -7.8978
H -1.0514 4.8600 -6.3435
C -9.4077 5.4661 -3.7660
C -8.0490 5.5222 -3.4709
C -7.4381 4.4708 -2.8082
C -8.1851 3.3627 -2.4267
C -9.5533 3.3171 -2.7020
C -10.1582 4.3671 -3.3822
C -10.3787 2.1609 -2.2586
O -11.5671 2.1187 -2.5012
C -9.7173 1.0621 -1.5045
C -10.4805 0.0010 -1.0327
C -9.8740 -1.0342 -0.3407
C -8.4994 -1.0189 -0.1241
C -7.7348 0.0387 -0.5873
C -8.3411 1.0865 -1.2702
C -7.5137 2.2324 -1.7314
O -6.3146 2.2467 -1.5389
H -9.8816 6.2850 -4.2921
H -7.4669 6.3875 -3.7610
H -6.3806 4.5136 -2.5841
H -11.2155 4.3274 -3.6078
H -11.5489 -0.0149 -1.2026
H -10.4713 -1.8574 0.0303
H -8.0261 -1.8324 0.4110
H -6.6665 0.0516 -0.4140

Force components x, y, z for each atom (eV/Å):
-0.617 0.018 0.165
0.434 -0.143 -0.681
0.466 0.007 -0.476
-0.953 0.082 1.033
-0.810 -0.165 -0.886
0.306 -0.362 0.484
-0.266 1.478 1.662
0.424 -0.589 -2.169
-0.335 -0.052 0.602
-0.743 -0.363 -0.730
0.267 -0.115 1.893
-0.533 -0.120 -0.908
0.143 -0.692 0.317
0.122 -0.676 0.083
1.297 0.614 0.293
-0.042 0.310 -0.088
-0.535 -0.972 -0.432
-0.870 -0.646 1.065
0.263 0.206 0.258
0.560 0.004 -0.876
-1.408 -2.142 0.770
0.618 1.589 2.359
-0.062 -0.514 -1.115
-1.027 0.211 -1.119
1.071 3.062 0.145
-0.491 -1.308 -0.022
0.826 -0.870 -0.490
-0.149 0.096 0.212
0.082 0.109 0.074
-0.302 -0.105 -0.717
0.025 -0.347 -0.879
0.311 -0.088 1.005
0.024 -0.277 0.151
0.352 0.886 -0.358
0.150 -0.122 0.772
0.665 0.776 -0.564
0.090 0.127 0.340
0.032 0.132 -0.327
0.120 -0.215 0.348
-0.116 -0.338 0.206
0.002 0.379 0.131
0.247 0.034 0.174
0.596 0.353 -0.408
-0.055 0.388 -0.466
0.377 0.133 -0.518
-0.160 -0.343 0.015
-0.216 0.229 0.120
-0.078 -0.374 -0.325
-0.007 -0.031 -0.066
0.037 0.090 0.016
0.122 -0.165 0.100
-0.008 0.167 0.081
0.003 -0.126 -0.063
0.087 -0.063 0.157
0.018 0.348 0.198
0.019 -0.034 -0.025
-0.024 -0.133 -0.051
-0.114 0.180 -0.133
0.018 -0.096 0.001
0.007 0.034 0.039
-0.086 0.071 -0.159
0.038 0.094 0.077
-0.032 -0.323 -0.256
0.015 0.008 0.036
-0.021 0.008 -0.009
-0.228 0.733 -0.110
-0.058 0.094 -0.109
-0.073 0.056 -0.112
0.094 -0.098 0.095
-0.013 -0.032 -0.006
-0.017 0.023 0.032
0.057 -0.059 0.118
-0.045 -0.012 -0.048
0.069 0.045 0.002
-0.023 -0.159 0.155
0.104 0.129 0.026
-0.099 -0.092 -0.035
0.037 -0.050 0.169
0.296 0.241 0.120
-0.028 -0.010 -0.023
-0.126 -0.088 -0.042
0.013 0.128 -0.153
-0.035 -0.069 0.016
0.048 0.026 0.048
-0.068 0.065 -0.171
0.104 0.089 0.035
-0.275 -0.290 -0.073
0.004 0.039 0.004
-0.010 0.004 -0.016
-0.004 0.013 -0.014
0.015 0.064 -0.130
-0.044 0.057 -0.124
0.020 -0.097 0.117
0.003 -0.016 0.012
0.009 -0.003 0.017
0.031 -0.048 0.138
0.058 -0.028 0.032
-0.062 -0.040 -0.004
0.063 0.164 -0.070
-0.152 0.003 -0.012
0.149 -0.005 0.030
-0.039 0.167 -0.083
-0.385 -0.010 -0.084
0.030 0.001 0.008
0.147 0.007 0.049
-0.075 -0.170 0.082
0.074 0.040 -0.020
-0.063 0.026 -0.026
0.044 -0.153 0.103
-0.137 -0.009 -0.027
0.366 0.008 0.065
0.045 0.013 -0.010
0.005 -0.015 0.010
-0.006 -0.020 -0.002
-0.026 -0.136 0.037
0.011 -0.121 0.083
0.036 0.121 -0.084
0.008 0.014 -0.012
-0.005 0.017 -0.010
-0.016 0.131 -0.059